(1)
{"formula": "H4O4SSi", "method": "the ωB97M-V functional and the def2-TZVPD basis", "symbols": ["O", "O", "O", "O", "Si", "S", "H", "H", "H", "H"], "positions_angstrom": [[-2.25362, -2.04431, 2.09355], [-0.30893, -2.19274, 0.52784], [0.50343, 0.19573, 1.32956], [-0.52788, -0.28635, 2.08996], [0.15481, 1.00966, -0.04665], [-1.50765, -1.26790, 1.14160], [-0.02313, -2.88809, 1.27617], [1.13423, 2.10736, 0.04880], [0.23034, 0.05143, -1.09567], [-1.16082, 1.56324, -0.42194]], "forces_ev_per_a": [[-1.1626, -1.6071, 0.7482], [1.0294, -1.7998, 2.5529], [5.2229, 2.5024, -1.1113], [-2.1043, -0.9626, 3.6575], [0.3969, 1.4736, -1.5952], [-2.9588, -1.1610, -1.7173], [-0.7231, 2.0081, -2.1112], [0.0367, -0.0016, -0.3680], [0.6265, -0.6279, -0.9102], [-0.3636, 0.1760, 0.8547]], "mulliken_charge": [-0.4774, -0.4189, -0.1672, 0.0640, 0.5162, 0.4940, 0.3517, -0.1328, -0.1079, -0.1217], "orbital_gap_ev": [5.609, 6.400], "s2": 2.01, "e_tot_ev": -26958.01923, "e_lumo_ev": [0.495, -4.107], "multiplicity": 3}

=====

(2)
{"formula": "C3H7N3O", "method": "the ωB97M-V functional and the def2-TZVPD basis", "symbols": ["C", "N", "C", "O", "N", "C", "N", "H", "H", "H", "H", "H", "H", "H"], "positions_angstrom": [[2.48312, -0.04902, 0.03220], [1.19096, 0.45058, 0.44887], [0.14535, 0.48537, -0.43728], [0.25601, 0.74025, -1.62188], [-1.06430, 0.14627, 0.16374], [-2.20877, -0.10423, -0.57405], [-3.16101, -0.74990, -0.03809], [2.38504, -0.45752, -0.97633], [2.79369, -0.86174, 0.70000], [3.23694, 0.73995, 0.02486], [0.98811, 0.48542, 1.43494], [-1.02429, -0.36220, 1.03693], [-2.15269, 0.29115, -1.59048], [-3.92894, -0.85540, -0.69515]], "forces_ev_per_a": [[0.2065, 0.0047, -0.0775], [-0.1377, 0.0379, 0.0355], [0.0268, -0.0869, -0.1550], [-0.0198, -0.2603, 0.4056], [-0.0927, -0.0404, 0.0448], [-0.1212, -0.0045, 0.0496], [0.1239, 0.1893, -0.2637], [0.0702, 0.1530, 0.1208], [0.0455, 0.2137, -0.1167], [0.0646, -0.1220, -0.0248], [-0.0429, -0.1780, -0.1409], [-0.0650, 0.1338, -0.0393], [-0.0898, -0.0487, 0.1215], [0.0316, 0.0084, 0.0398]], "mulliken_charge": [-0.8138, -0.2351, 0.5511, -0.5984, -0.2718, 0.0150, -0.6447, 0.3196, 0.2914, 0.2440, 0.2442, 0.2983, 0.3444, 0.2560], "orbital_gap_ev": 10.450, "e_tot_ev": -9742.71322, "e_lumo_ev": 0.783, "multiplicity": 1}

=====

(3)
{"formula": "C6H14N2", "method": "the ωB97M-V functional and the def2-TZVPD basis", "symbols": ["C", "N", "C", "C", "C", "C", "C", "N", "H", "H", "H", "H", "H", "H", "H", "H", "H", "H", "H", "H", "H", "H"], "positions_angstrom": [[-2.65963, -0.53383, 0.64059], [-1.41262, -0.15094, 0.76199], [1.47619, -0.67454, 0.02328], [2.83773, -1.09219, -0.37142], [3.92620, -0.32238, -0.17740], [3.92639, 0.95229, 0.36323], [-3.47979, -0.18471, -0.59371], [-3.89654, 1.24399, -0.55961], [-1.98564, 0.74168, 1.07138], [-3.15040, -1.11449, 1.44185], [0.95853, -1.46547, 0.55877], [1.46757, 0.14447, 0.71869], [0.85519, -0.45824, -0.85281], [2.20453, 2.30988, 0.69687], [3.03481, -1.98050, -0.96599], [4.87092, -0.67460, -0.57959], [4.80376, 1.57888, 0.27895], [2.84249, 1.57634, 0.50271], [-4.34249, -0.83413, -0.78355], [-2.92023, -0.36876, -1.50983], [-3.49184, 1.69217, 0.26153], [-3.32009, 1.66093, -1.28413]], "forces_ev_per_a": [[1.1963, -0.6013, -0.5229], [-2.0371, 0.2684, 0.9649], [-0.1286, -0.6903, -0.0870], [-0.3883, 0.0419, -0.1693], [1.2906, 0.7161, -0.9190], [0.0939, -0.7561, 1.3677], [-0.9151, 0.0611, -0.2986], [0.8160, -0.0595, -0.3216], [1.3352, 0.3835, -0.6123], [-0.1525, -0.5424, -0.2852], [-0.0719, -0.3605, -0.0742], [0.0547, 0.4882, -0.0753], [0.0243, 0.1255, 0.0947], [-0.3583, 0.1858, -1.0027], [-0.5072, -0.1792, 0.1847], [0.1150, -0.2976, -0.0623], [-0.0148, 0.2497, -0.5534], [-0.0189, 0.4816, 1.2749], [-0.2316, 0.1079, 0.8561], [0.7037, 0.1082, 0.2984], [-0.4300, -0.0780, 0.0976], [-0.3754, 0.3468, -0.1553]], "mulliken_charge": [-0.2551, -0.4372, -0.9767, 0.1159, -0.2079, -0.4977, -0.2259, -0.6057, 0.2180, 0.3068, 0.2902, 0.3879, 0.2342, 0.5695, 0.3106, 0.3054, 0.3539, -0.9032, 0.2688, 0.2004, 0.2718, 0.2760], "orbital_gap_ev": 5.616, "e_tot_ev": -9418.94788, "e_lumo_ev": -1.100, "multiplicity": 1}

=====

(4)
{"formula": "C36H70NO13P2", "method": "the ωB97M-V functional and the def2-TZVPD basis", "symbols": ["C", "O", "C", "C", "C", "C", "C", "C", "C", "C", "C", "C", "O", "C", "C", "C", "O", "C", "C", "C", "C", "C", "C", "N", "C", "C", "C", "C", "O", "O", "H", "H", "H", "H", "H", "H", "H", "H", "H", "H", "H", "H", "H", "H", "H", "H", "H", "H", "H", "H", "H", "H", "H", "H", "H", "H", "H", "H", "H", "H", "H", "H", "H", "H", "H", "H", "H", "H", "H", "H", "O", "P", "O", "C", "C", "O", "C", "C", "O", "C", "C", "H", "H", "H", "H", "H", "H", "H", "H", "H", "H", "H", "H", "H", "H", "H", "O", "P", "O", "C", "C", "O", "C", "C", "O", "C", "C", "H", "H", "H", "H", "H", "H", "H", "H", "H", "H", "H", "H", "H", "H", "H"], "positions_angstrom": [[-0.57786, 0.96312, 7.13590], [0.03880, 1.97427, 6.36823], [-0.67227, 2.33838, 5.20437], [-0.04080, 1.75647, 3.93463], [1.27408, 2.48155, 3.56615], [2.51245, 1.57932, 3.57290], [2.85350, 1.10697, 4.98328], [4.01231, 0.07763, 5.08153], [5.02844, 0.08218, 3.91926], [4.82866, -1.13879, 2.98579], [4.74378, -0.78967, 1.47499], [5.88047, -1.41485, 0.63280], [5.44353, -2.20731, -0.44937], [4.52327, -3.19932, -0.06308], [3.30603, -2.66036, 0.73517], [1.95913, -3.05911, 0.12884], [1.49771, -4.27455, 0.67148], [1.21148, -4.17034, 2.03210], [0.27713, -3.26274, 2.50136], [0.06256, -3.17948, 3.87067], [0.79090, -3.98703, 4.72284], [1.71157, -4.90499, 4.24794], [1.92916, -4.99284, 2.87985], [3.41061, -1.17088, 0.91389], [3.01092, -0.37923, -0.30832], [1.67558, 0.34697, -0.15749], [1.67646, 1.53404, -1.15088], [0.39903, 2.34664, -1.04414], [-0.48457, 2.21264, -1.84627], [0.29851, 3.19033, 0.00792], [-1.66820, 1.01266, 7.10927], [-0.28336, -0.03469, 6.78056], [-0.23318, 1.05110, 8.16413], [-0.63328, 3.42880, 5.12469], [-1.72977, 2.06704, 5.26153], [0.13179, 0.68602, 4.08157], [-0.79592, 1.87717, 3.15376], [1.15544, 2.96917, 2.59473], [1.42115, 3.28891, 4.28551], [3.33542, 2.22953, 3.25358], [2.42118, 0.75926, 2.85223], [1.96433, 0.60564, 5.37151], [3.01525, 1.94360, 5.66037], [3.59430, -0.91217, 5.26525], [4.56904, 0.32526, 5.98651], [6.01070, -0.04396, 4.37512], [5.06346, 1.02494, 3.37848], [3.95107, -1.71130, 3.30205], [5.66771, -1.82088, 3.11696], [4.85123, 0.29208, 1.42600], [6.59201, -1.97871, 1.24324], [6.44477, -0.59596, 0.18836], [4.15489, -3.75596, -0.92138], [5.05129, -3.92194, 0.57172], [3.41061, -3.06887, 1.73914], [1.19216, -2.28685, 0.22976], [2.09189, -3.21930, -0.94181], [-0.25958, -2.64269, 1.79500], [-0.65253, -2.46267, 4.24967], [0.64454, -3.90795, 5.79228], [2.29319, -5.53658, 4.90403], [2.65403, -5.67186, 2.45066], [2.73585, -0.94652, 1.64866], [3.06970, -0.97436, -1.21623], [3.76491, 0.39787, -0.43264], [1.56287, 0.75271, 0.85147], [0.83158, -0.27385, -0.45435], [2.56809, 2.15575, -1.02523], [1.75886, 1.11201, -2.15252], [0.98126, 2.95156, 0.64731], [-6.50202, 4.30565, -0.63880], [-5.97875, 3.15908, 0.12246], [-7.04464, 1.94595, 0.04613], [-7.56377, 1.51898, -1.21342], [-6.62722, 0.57317, -1.94065], [-6.12836, 3.57007, 1.67586], [-6.56489, 4.87898, 2.04720], [-8.07564, 4.95412, 2.16656], [-4.63562, 2.33882, 0.44304], [-3.65611, 1.98361, -0.54435], [-3.50566, 2.96623, -1.68617], [-7.79683, 2.38399, -1.83899], [-8.50402, 1.01085, -1.00113], [-5.72739, 1.09340, -2.27995], [-7.11111, 0.14931, -2.82088], [-6.31444, -0.24012, -1.28428], [-6.18807, 5.62239, 1.34612], [-6.10866, 5.09473, 3.01437], [-8.56874, 4.43266, 1.34734], [-8.41011, 5.99198, 2.17498], [-8.40853, 4.47982, 3.09119], [-3.87976, 0.97992, -0.91694], [-2.70501, 1.90078, -0.01578], [-4.46748, 3.28168, -2.10222], [-2.92343, 2.51110, -2.48211], [-2.98294, 3.86371, -1.35477], [-0.82921, -0.20642, -7.06550], [0.02598, -1.13445, -6.30880], [-0.66946, -2.59052, -6.27056], [-1.12565, -3.20958, -7.47644], [-0.01115, -3.90370, -8.23373], [-0.15059, -0.70563, -4.75902], [-0.90992, 0.45830, -4.40488], [-2.37733, 0.12400, -4.20533], [1.56150, -1.53582, -6.05383], [2.54038, -1.65339, -7.10275], [2.32611, -0.71742, -8.27621], [-1.62282, -2.47421, -8.11320], [-1.87697, -3.94055, -7.17971], [0.69007, -3.17819, -8.65426], [-0.41156, -4.48862, -9.06162], [0.55023, -4.56610, -7.57360], [-0.78201, 1.24379, -5.14886], [-0.49305, 0.83314, -3.47594], [-2.74514, -0.54932, -4.97841], [-2.98489, 1.02908, -4.21113], [-2.52639, -0.38202, -3.24784], [2.58301, -2.69454, -7.43011], [3.50743, -1.44545, -6.64407], [1.28751, -0.71179, -8.61853], [2.95400, -1.02111, -9.11330], [2.58985, 0.30666, -8.01048]], "forces_ev_per_a": [[0.2796, -0.4863, -0.0490], [-0.3469, 0.2081, 0.1735], [0.1620, 0.0732, -0.3924], [-0.1670, 0.3524, 0.2235], [-0.4512, -0.6166, 0.0063], [0.3818, 1.3451, 0.4978], [-0.4238, -1.2118, -0.1801], [0.1307, 1.1272, 0.2572], [0.0295, -1.1186, 0.5902], [0.0559, 0.1519, -0.4834], [0.7869, -0.2536, 0.9586], [0.3365, 0.1975, -0.4843], [-0.7496, 0.4360, -0.4040], [0.2057, -0.4017, 0.7054], [0.5476, -0.1593, 0.0032], [-0.1527, -0.0612, -0.3340], [0.0764, 0.1302, 0.1544], [0.1875, -0.1399, -0.3512], [0.0930, -0.0205, -0.0711], [0.0892, 0.1992, -0.3671], [-0.0272, -0.1096, 0.8415], [0.1558, 0.0157, -0.5066], [-0.0173, -0.0003, 0.1121], [-0.3587, -0.1185, -0.3677], [0.2257, 0.8168, -0.0781], [0.2022, 0.5400, -0.6608], [0.4046, -0.3320, 0.0611], [-0.2676, -0.4247, -0.7096], [0.2563, 0.5599, 0.7196], [-0.0492, -0.4806, -0.2035], [-0.0104, 0.1856, 0.0334], [-0.0472, -0.0004, -0.0433], [-0.0202, 0.1131, 0.0068], [-0.0396, 0.0137, 0.0682], [0.0325, -0.1446, 0.1636], [-0.0586, -0.0388, -0.0726], [0.1417, -0.1055, -0.1713], [0.0908, 0.0288, 0.0005], [0.1996, 0.0201, -0.0412], [0.0690, -0.2548, -0.3468], [-0.0725, -0.1335, 0.1124], [-0.0142, 0.1405, 0.1772], [0.0756, 0.2128, -0.2576], [0.1559, -0.1346, -0.2608], [-0.0772, -0.1024, 0.0767], [0.0856, 0.1739, -0.1287], [-0.1549, 0.0184, -0.0238], [-0.0962, 0.1070, -0.0348], [-0.0474, -0.0665, 0.0371], [-0.4200, 0.0383, -0.3185], [-0.2425, -0.0875, 0.2330], [0.0714, -0.1108, -0.1139], [0.2760, 0.2790, -0.3170], [-0.0942, -0.0641, 0.0135], [-0.4106, 0.0705, 0.0696], [0.1292, 0.1197, 0.1841], [-0.1366, -0.0988, -0.0010], [-0.1617, 0.0053, 0.0929], [-0.0515, -0.0616, 0.1038], [-0.0803, 0.0231, 0.0038], [-0.1205, 0.0324, 0.1795], [-0.0198, -0.0765, 0.0372], [-0.0650, 0.0640, -0.0534], [-0.0939, -0.3149, 0.1933], [0.1764, -0.1475, 0.0996], [-0.1273, -0.3291, 0.1334], [-0.0819, -0.1326, 0.4466], [-0.1221, 0.1165, 0.2684], [-0.3062, 0.1931, -0.1143], [0.0942, 0.3633, 0.0814], [1.8636, -0.3602, -1.5680], [-2.9664, -0.4277, 4.0999], [0.6256, 0.0887, -0.4225], [-0.3058, -0.1056, -0.3383], [0.2326, 0.0811, 0.0846], [0.3019, -0.1870, -0.1333], [-0.2589, 0.2340, 0.0441], [-0.0957, -0.1508, 0.1743], [0.5810, 1.0706, -1.7888], [0.3262, -0.4611, -0.2504], [-0.1546, 0.2475, 0.0495], [0.0394, 0.0622, 0.0857], [0.0232, 0.0332, 0.1431], [-0.0268, 0.0047, -0.0343], [-0.0500, 0.0216, 0.0206], [-0.0663, -0.0278, -0.0033], [-0.0446, -0.1008, -0.1447], [0.0706, -0.1419, -0.0052], [0.1007, 0.1211, -0.1493], [0.0083, -0.0009, 0.0049], [-0.0056, 0.0074, -0.0030], [-0.1954, 0.0587, -0.0118], [-0.0757, 0.0750, 0.1235], [0.0162, -0.1184, 0.0219], [0.0581, 0.0039, 0.0185], [-0.0395, 0.0225, -0.0237], [1.7830, 0.0825, -1.6620], [-2.4801, -1.0205, 4.2702], [0.5516, 0.2143, -0.4673], [-0.2886, -0.2142, -0.3297], [0.2142, 0.1506, 0.0791], [0.3861, -0.0900, -0.0931], [-0.3076, 0.0270, -0.0448], [-0.0223, -0.1748, 0.1679], [0.1188, 1.1066, -1.8435], [0.4152, -0.3013, -0.2600], [-0.0789, 0.1379, 0.0678], [0.0256, 0.0818, 0.0874], [0.0205, 0.0481, 0.1469], [-0.0310, -0.0065, -0.0353], [-0.0530, 0.0084, 0.0219], [-0.0554, -0.0483, -0.0012], [-0.0317, -0.1331, -0.1552], [0.0938, -0.1537, -0.0823], [0.0473, 0.1341, -0.1526], [-0.0025, -0.0013, -0.0241], [-0.0100, 0.0166, 0.0012], [-0.2136, -0.0004, 0.0078], [-0.0928, 0.0352, 0.1454], [0.0730, -0.0638, -0.0431], [0.0356, -0.0286, 0.0249], [-0.0805, 0.0110, 0.0008]], "mulliken_charge": [-0.6476, -0.3078, -1.0841, 0.0048, -1.2123, 1.1187, -0.3075, -1.1819, -1.1774, -0.8275, -0.0039, -1.0694, -0.4136, -1.0412, 0.4776, -0.6416, -0.5376, 0.0997, -0.3059, -0.6171, -0.4977, -0.6181, -0.1271, 0.8639, -1.7313, 0.9892, -1.2725, 0.4369, -0.3922, -0.5192, 0.3493, 0.1854, 0.2538, 0.4156, 0.4755, -0.0807, 0.3136, 0.1952, 0.8086, 0.5187, -0.9616, -0.2746, 0.5670, 0.5599, 0.3865, 0.5325, 0.5877, 0.2244, 0.5451, 0.8809, 0.4707, 0.3199, 0.4692, 0.3675, 0.2268, 0.0073, 0.6443, 0.5578, 0.4832, 0.4290, 0.4153, 0.4716, -0.0013, 0.4382, 0.6114, -0.4033, 0.1557, 0.4955, 0.5455, 0.2767, -0.7616, 1.0780, -0.3223, -0.3791, -0.6941, -0.3433, -0.2996, -1.0064, -0.3922, -0.1129, -0.8315, 0.2996, 0.3411, 0.0197, 0.4303, 0.2451, 0.3227, 0.3320, 0.2748, 0.3390, 0.2865, 0.2417, 0.0741, 0.5061, -0.0371, 0.3468, -0.7760, 0.7726, -0.2837, -0.3332, -0.9120, -0.1727, 0.6169, -1.0035, -0.2367, -0.3122, -1.1035, 0.2996, 0.3466, 0.1727, 0.4133, 0.2446, 0.2756, -0.4974, 0.3603, 0.3137, 0.2463, 0.3016, 0.3055, 0.3630, 0.3638, 0.3573], "orbital_gap_ev": 9.090, "charge": 1, "e_tot_ev": -85148.78598, "e_lumo_ev": -2.353, "multiplicity": 1}